A structure of composition C22H37ClP2Re at a distorted geometry. Source: OMol25; level of theory: ωB97M-V/def2-TZVPD.

Properties
- E_HOMO (spin up / spin down) (eV) = -12.25 / -12.43
- orbital gap (spin up / spin down) (Ha) = 0.1969 / 0.2031
- spin multiplicity = 4
- molar mass (g mol⁻¹) = 585.1
- total charge = +2

Each line ends with the Mulliken charge.
Element x y z (Å)
H1 1.1006 0.2954 -5.9765  -0.6534
H2 0.1944 1.0927 4.9399  0.3719
H3 2.1096 2.8133 -6.4788  0.4135
H4 -0.8358 1.0215 -3.4855  0.5441
C1 1.1096 3.2427 -6.3352  -1.3316
C2 3.5329 -0.0423 -3.8497  -1.0547
H5 0.7650 -2.6349 -6.0728  0.3655
H6 -0.1413 2.4781 2.7041  0.3971
C3 1.3099 -1.0556 -3.9262  0.1772
H7 -1.6408 3.3765 -6.4278  0.3990
H8 -2.3538 -3.1085 -4.2063  0.4669
C4 3.3284 1.0945 -2.7565  -0.4828
C5 -1.2431 -0.3868 4.2596  -0.4889
H9 4.3264 0.2647 -4.5572  0.4707
P1 0.0937 2.1961 -5.2297  0.2629
H10 -0.0231 0.7612 -7.2177  0.7358
P2 -0.5831 -1.5243 -4.3032  0.8201
H11 0.2291 -3.7726 -4.8069  0.4519
H12 -4.1318 0.3183 0.8868  0.4114
H13 0.6448 3.3640 -7.3238  0.4841
H14 -0.1274 1.7014 -2.1101  -0.9683
H15 -2.8976 -1.5197 -3.5788  0.4386
H16 -0.7083 -1.8391 -0.7403  0.3804
C6 -2.3352 -0.0406 2.0855  -0.0291
H17 1.2154 4.2262 -5.8674  0.4175
Cl1 -0.6186 2.6791 -0.1140  -0.5105
H18 1.5613 -0.1379 -1.9349  0.5952
C7 0.0643 0.6155 -6.1279  0.1269
H19 0.7758 3.2840 -3.5529  0.6629
H20 -0.0480 -0.7227 -2.2601  0.4430
H21 2.9646 3.1528 -3.1280  0.4506
H22 -1.8925 0.2551 -5.2165  0.4976
C8 -1.5722 2.8872 -5.4446  -1.1391
H23 2.5439 -0.5775 -5.7207  0.5199
C9 -1.0376 -0.3190 -5.5958  -1.2932
C10 -2.2080 -0.7464 3.3194  -0.4482
H24 -1.8730 -2.6039 -2.5535  0.3287
C11 -2.0753 -2.2548 -3.5755  -1.0133
C12 -3.2137 -0.2853 0.8745  -0.9013
H25 4.3587 1.5034 -2.6517  0.4949
H26 -0.3902 -1.6995 1.0159  0.4508
C13 1.1195 2.2319 -3.7262  0.5408
H27 1.7089 -1.9864 -3.4744  0.8399
H28 -3.5110 -1.3322 0.6906  0.3636
C14 0.1751 1.1707 -3.0280  0.0427
H29 -1.8006 3.6203 -4.6656  0.3782
C15 -0.3967 -1.1514 0.0514  -1.4027
H30 -1.3922 -0.9250 -6.4362  0.7061
C16 -0.0639 -2.9035 -5.4092  -1.6221
C17 2.4240 2.2042 -3.0564  -1.3644
C18 0.7817 -0.1562 -2.7084  -0.5828
C19 -1.4287 1.0322 1.9010  0.4501
H31 -2.8251 -1.6338 3.5350  0.4038
C20 2.3633 -0.4219 -4.6458  -1.3382
H32 3.8459 -0.9821 -3.3455  0.2590
C21 -0.6444 1.5521 2.9283  -0.4026
H33 0.6564 -0.8714 -0.1651  0.2904
H34 3.1135 0.6625 -1.7450  0.2588
C22 -0.5019 0.8013 4.1296  -0.3961
H35 -2.3461 2.1121 -5.4248  0.4409
H36 -1.1135 -0.9945 5.1631  0.3926
Re1 -1.5622 0.5106 -0.0127  0.9118
H37 -0.9393 -3.1691 -6.0201  0.5657